[1]
{
  "formula": "C18H36FO18V",
  "method": "ωB97M-V/def2-TZVPD",
  "total_charge": 1,
  "e_lumo_ev": [-1.78, -1.78],
  "orbital_gap_ha": [0.29374, 0.40928],
  "multiplicity": 4,
  "relative_energy_kcal_mol": 0.0,
  "symbols": ["V", "F", "C", "O", "C", "O", "O", "C", "H", "H", "H", "H", "H", "H", "C", "O", "C", "O", "O", "C", "H", "H", "H", "H", "H", "H", "C", "O", "C", "O", "O", "C", "H", "H", "H", "H", "H", "H", "C", "O", "C", "O", "O", "C", "H", "H", "H", "H", "H", "H", "C", "O", "C", "O", "O", "C", "H", "H", "H", "H", "H", "H", "C", "O", "C", "O", "O", "C", "H", "H", "H", "H", "H", "H"],
  "positions_angstrom": [[-5.0130, -16.8588, -23.8498], [-3.1052, -17.4360, -24.3209], [-9.3776, -17.8707, -24.1826], [-9.4486, -16.5771, -23.6109], [-8.2995, -16.0398, -23.2897], [-7.2242, -16.5686, -23.3744], [-8.4274, -14.8013, -22.8152], [-9.6657, -14.1060, -22.9778], [-10.3967, -18.1813, -24.4078], [-8.9696, -18.6055, -23.4929], [-8.7900, -17.8686, -25.0988], [-9.4716, -13.0493, -22.8164], [-10.4249, -14.4231, -22.2617], [-10.0728, -14.2417, -23.9785], [-6.3189, -13.3356, -20.9386], [-4.9141, -13.4882, -20.9664], [-4.3873, -14.4847, -21.6337], [-5.0256, -15.2779, -22.3120], [-3.0851, -14.4866, -21.4515], [-2.3296, -15.5037, -22.0971], [-6.6603, -12.8314, -21.8453], [-6.5383, -12.6903, -20.0967], [-6.8147, -14.3008, -20.8772], [-2.5267, -15.5583, -23.1656], [-2.5869, -16.4878, -21.7019], [-1.2813, -15.3135, -21.9019], [-7.6491, -21.8119, -23.8317], [-7.2540, -20.4330, -23.7658], [-6.0568, -20.0613, -24.1821], [-5.7549, -18.9014, -24.2926], [-5.2487, -21.0716, -24.4248], [-3.9705, -20.7756, -25.0393], [-8.5415, -21.8927, -23.2162], [-6.8951, -22.4792, -23.4275], [-7.8889, -22.0945, -24.8552], [-3.1807, -21.0707, -24.3537], [-3.9050, -19.7114, -25.2492], [-3.8812, -21.3858, -25.9337], [-7.0824, -16.3244, -29.1322], [-7.0349, -16.2994, -27.6973], [-5.9151, -16.5939, -27.0916], [-5.8536, -16.5872, -25.8819], [-4.9197, -16.9018, -27.8991], [-3.6500, -17.1845, -27.2595], [-6.3660, -15.6219, -29.5458], [-8.0950, -16.0410, -29.3988], [-6.9018, -17.3304, -29.5057], [-3.7271, -18.0650, -26.6303], [-3.3299, -16.3358, -26.6693], [-2.9583, -17.3596, -28.0785], [-1.4709, -13.9866, -25.4902], [-2.4714, -12.9751, -25.5808], [-3.6869, -13.3027, -25.1838], [-4.0734, -14.3904, -24.8176], [-4.4428, -12.2236, -25.2424], [-5.7891, -12.3976, -24.7927], [-1.4650, -14.4213, -24.4899], [-0.5222, -13.4985, -25.6699], [-1.6470, -14.7971, -26.1889], [-6.2166, -11.4094, -24.6713], [-5.8192, -12.9329, -23.8439], [-6.3567, -12.9807, -25.5206], [-2.6477, -19.4246, -21.6596], [-3.3864, -18.9367, -20.5350], [-4.5309, -18.3553, -20.8357], [-4.8281, -17.9859, -21.9457], [-5.2891, -18.2346, -19.7560], [-6.4885, -17.4928, -19.9336], [-2.2335, -18.6332, -22.2777], [-3.2759, -20.0969, -22.2460], [-1.8447, -20.0396, -21.2555], [-7.0276, -17.5467, -18.9902], [-7.1392, -17.9451, -20.6847], [-6.2846, -16.4594, -20.1992]],
  "forces_ev_per_angstrom": [[0.12, -1.05, 0.11], [-0.90, 0.33, 0.21], [-0.33, -1.14, -0.42], [-0.45, 0.08, -0.01], [0.10, 0.90, 0.32], [0.41, -0.43, -0.06], [0.23, 0.02, -0.10], [-0.69, 0.19, -0.09], [-0.01, 0.30, -0.01], [0.24, 0.20, 0.11], [0.10, 0.11, 0.06], [0.24, -0.05, 0.03], [0.20, -0.19, 0.06], [0.13, -0.02, -0.01], [-0.59, 0.11, -0.44], [0.63, 0.27, 0.42], [0.17, -0.34, -0.47], [0.26, 0.48, 0.22], [-0.19, 0.45, 0.18], [0.04, -0.94, -0.38], [0.04, -0.12, 0.01], [0.02, -0.12, 0.18], [-0.04, 0.06, 0.12], [-0.04, 0.15, 0.03], [-0.02, 0.13, 0.15], [0.00, 0.24, 0.10], [-0.20, -0.33, 0.18], [-0.16, 0.13, 0.05], [0.28, -0.11, 0.10], [-0.21, 0.40, -0.30], [0.26, -0.47, -0.33], [0.06, 0.03, 0.09], [-0.01, 0.12, -0.07], [0.14, 0.09, -0.03], [0.09, 0.07, -0.03], [-0.08, 0.06, 0.11], [0.14, -0.05, 0.05], [-0.19, 0.04, -0.06], [-0.17, -0.12, -0.23], [-0.54, 0.12, -0.20], [0.64, -0.24, 0.20], [0.07, 0.30, 0.38], [0.02, 0.06, -0.06], [0.07, -0.09, -0.31], [0.03, -0.01, -0.06], [0.00, 0.13, 0.09], [0.16, 0.02, 0.04], [-0.04, 0.11, 0.07], [-0.07, 0.03, 0.21], [-0.05, -0.01, -0.01], [0.06, -0.40, 0.55], [0.05, 0.10, -0.11], [-0.09, -0.08, 0.03], [0.34, -0.15, -0.10], [-0.32, 0.49, 0.07], [-0.18, -0.33, 0.03], [0.03, 0.11, -0.09], [0.02, 0.07, -0.18], [-0.03, 0.04, -0.25], [0.09, 0.11, -0.13], [0.10, 0.01, -0.04], [0.02, 0.09, 0.00], [0.48, -0.70, -0.16], [-0.26, -0.09, 0.33], [0.31, -0.01, 0.37], [-0.39, 0.24, -0.31], [0.48, -0.09, -0.16], [-0.88, -0.04, 0.10], [-0.26, 0.11, -0.10], [-0.08, 0.29, -0.11], [-0.03, 0.23, 0.19], [0.26, 0.09, 0.09], [0.27, 0.02, -0.17], [0.10, 0.01, -0.05]],
  "mulliken_charge": [0.6585, -0.8522, -0.5663, -0.4442, 0.0860, 0.3014, -0.1183, -0.8466, 0.3114, 0.2218, 0.2047, 0.2762, 0.2975, 0.3442, -0.4173, -0.4480, 0.2804, 1.1225, -0.4687, -0.0214, 0.1851, 0.3337, 0.0718, -0.4517, -0.0003, 0.3541, -0.8015, -0.2003, 0.3773, 0.3807, -0.4140, -0.5708, 0.2434, 0.3184, 0.3133, 0.2941, -0.0052, 0.3387, -0.7422, -0.2695, 0.2282, 0.4247, -0.5038, -0.0738, 0.3028, 0.2635, 0.2963, -0.1202, -0.0850, 0.3634, -0.4006, -0.4253, 0.6725, -0.4334, -0.4366, -0.1915, 0.1070, 0.3368, 0.2284, 0.3455, -0.2310, 0.2560, -0.4353, -0.4325, 0.6160, 0.3389, -0.4337, -0.3325, 0.1862, 0.0965, 0.2787, 0.3484, 0.1353, 0.0331]
}


[2]
{
  "formula": "C10H27AlN3S2",
  "method": "ωB97M-V/def2-TZVPD",
  "total_charge": 3,
  "e_lumo_ev": -10.59,
  "orbital_gap_ha": 0.34860,
  "multiplicity": 1,
  "symbols": ["Al", "S", "S", "C", "C", "C", "N", "C", "C", "H", "H", "H", "H", "H", "H", "H", "H", "C", "H", "H", "H", "H", "H", "H", "H", "C", "C", "H", "H", "H", "H", "N", "C", "C", "N", "H", "H", "H", "H", "H", "H", "H", "H"],
  "positions_angstrom": [[-0.5966, -0.0845, 0.5431], [-0.7330, -2.7897, 0.0651], [-0.7841, 2.6176, 0.0650], [0.8783, -3.6365, 0.1187], [-0.9230, -2.5475, -1.7378], [-0.2398, -1.3091, -2.2739], [-0.8070, -0.0866, -1.6771], [-0.2630, 1.1465, -2.2739], [-0.9694, 2.3718, -1.7380], [-1.9956, -2.5055, -1.9233], [-0.5537, -3.4347, -2.2458], [-0.3430, -1.2915, -3.3640], [0.8259, -1.3253, -2.0523], [-0.3659, 1.1270, -3.3640], [0.8022, 1.1828, -2.0523], [-2.0411, 2.3096, -1.9234], [-0.6170, 3.2658, -2.2459], [0.8110, 3.4947, 0.1186], [-1.8055, -0.0960, -1.8701], [1.5128, 3.1009, -0.6102], [1.2196, 3.3528, 1.1142], [0.6598, 4.5559, -0.0510], [1.2911, -3.4742, 1.1095], [1.5677, -3.2393, -0.6201], [0.7456, -4.7025, -0.0361], [-2.9324, -0.1066, 1.1121], [-2.2286, -0.0999, 2.2663], [-3.2910, -1.0317, 0.6802], [-3.3083, 0.8116, 0.6801], [-1.9965, -1.0181, 2.7888], [-2.0139, 0.8226, 2.7888], [0.4117, -0.2113, 2.3039], [1.4492, 0.7792, 2.3394], [2.2575, 0.5522, 1.1124], [1.3793, -0.0662, 0.1191], [0.8393, -1.1655, 2.3751], [-0.0641, -0.0980, 3.2253], [0.9393, 1.7525, 2.3490], [2.0803, 0.7305, 3.2554], [2.7257, 1.4981, 0.7684], [3.0855, -0.1605, 1.3426], [1.8422, 0.0986, -0.7909], [1.5499, -1.0895, 0.2083]],
  "forces_ev_per_angstrom": [[0.97, 0.30, -1.54], [0.02, 0.74, -0.21], [0.10, -0.75, -0.13], [0.09, 0.42, 0.25], [-0.23, 0.01, 0.12], [0.15, -0.28, -0.08], [-0.66, -0.02, 1.28], [0.16, 0.30, -0.09], [-0.22, -0.05, 0.16], [-0.11, -0.05, -0.03], [0.03, -0.14, 0.06], [-0.02, 0.08, 0.09], [0.11, -0.07, -0.14], [-0.03, -0.09, 0.09], [0.04, 0.11, -0.15], [-0.11, 0.04, -0.03], [0.03, 0.14, 0.06], [0.12, -0.32, 0.23], [-0.21, 0.00, -0.22], [-0.02, -0.06, -0.14], [0.03, 0.21, 0.06], [-0.24, 0.05, -0.05], [0.08, -0.17, 0.18], [0.03, 0.03, -0.18], [-0.19, -0.06, -0.03], [0.17, 0.01, 0.28], [-1.10, -0.04, -0.28], [0.04, -0.21, -0.05], [0.05, 0.21, -0.06], [-0.06, -0.21, -0.04], [-0.01, 0.24, -0.03], [-1.19, -1.85, 2.25], [1.07, 1.57, 1.02], [2.23, 0.42, 0.50], [1.13, -1.31, -1.69], [-0.41, 0.77, 0.06], [0.06, -0.42, -0.94], [0.27, -0.16, 0.01], [-0.50, -0.04, -0.57], [-0.36, -0.73, -0.06], [-0.42, 0.64, -0.21], [-0.76, 0.13, 0.33], [-0.13, 0.59, -0.13]],
  "mulliken_charge": [-0.4176, 0.1197, 0.0981, -0.9998, -0.6255, -0.7058, -0.2222, -0.7000, -0.6438, 0.4264, 0.5302, 0.5103, 0.3591, 0.5149, 0.3096, 0.4308, 0.5360, -0.9221, 0.4624, 0.2770, 0.3512, 0.4377, 0.3929, 0.3688, 0.3860, -0.5089, -0.4393, 0.4116, 0.4156, 0.3544, 0.3956, -0.3561, -0.5762, -0.6147, -0.2020, 0.2524, 0.5080, 0.2752, 0.4702, 0.3819, 0.3992, 0.4033, 0.1557]
}


[3]
{
  "formula": "C41H63P3PdSi2",
  "method": "ωB97M-V/def2-TZVPD",
  "total_charge": 2,
  "e_lumo_ev": [-7.46, -7.46],
  "orbital_gap_ha": [0.19558, 0.19561],
  "multiplicity": 1,
  "relative_energy_kcal_mol": 0.0,
  "symbols": ["Pd", "C", "C", "C", "P", "C", "C", "C", "C", "C", "C", "C", "C", "C", "Si", "C", "C", "C", "C", "C", "C", "P", "C", "C", "C", "C", "C", "C", "C", "C", "C", "C", "C", "C", "P", "C", "C", "C", "C", "C", "C", "H", "H", "H", "H", "H", "H", "H", "H", "H", "H", "H", "H", "H", "H", "H", "H", "H", "H", "H", "H", "H", "H", "H", "H", "H", "H", "H", "H", "H", "H", "H", "H", "H", "H", "H", "H", "H", "H", "H", "H", "H", "H", "H", "H", "H", "H", "H", "H", "H", "H", "H", "H", "H", "H", "C", "Si", "C", "C", "C", "C", "H", "H", "H", "H", "H", "H", "H", "H", "H"],
  "positions_angstrom": [[0.2187, 0.5379, -0.6068], [2.2815, -2.6696, 0.9372], [2.8572, -1.8761, -0.2379], [4.3492, -2.1701, -0.3872], [2.4006, -0.0997, -0.0455], [3.3813, 0.9419, -1.2129], [4.8642, 1.1802, -0.9391], [3.1139, 0.4401, -2.6357], [2.7999, 0.2670, 1.6875], [4.0803, 0.2976, 2.2365], [4.2341, 0.4781, 3.6020], [3.1222, 0.6261, 4.4234], [1.8483, 0.5949, 3.8803], [1.6751, 0.4017, 2.5107], [0.0400, 0.4498, 1.6101], [-0.8684, 2.0126, 2.1206], [-1.3951, 2.1230, 3.4074], [-1.9615, 3.3056, 3.8539], [-1.9825, 4.4117, 3.0164], [-1.4474, 4.3243, 1.7407], [-0.9087, 3.1288, 1.2671], [-0.1986, 3.0042, -0.4205], [1.0381, 4.3731, -0.3849], [1.6960, 4.5898, -1.7466], [2.0782, 4.0844, 0.6990], [-1.5542, 3.4932, -1.5912], [-1.2277, 2.9674, -2.9924], [-1.9503, 4.9671, -1.6439], [-1.1379, -1.0277, 1.9795], [-1.4708, -1.3864, 3.2567], [-2.5775, -2.2110, 3.5236], [-3.3919, -2.7205, 2.5142], [-3.0310, -2.4927, 1.2131], [-1.8530, -1.6906, 0.8524], [-2.0890, -0.3275, -0.5594], [-3.7922, 0.3485, -0.2586], [-4.9337, -0.6601, -0.4147], [-3.9613, 1.1003, 1.0572], [-2.2857, -1.2223, -2.1813], [-3.1734, -0.3929, -3.1276], [-0.9118, -1.4318, -2.8522], [2.3802, -3.7373, 0.7375], [1.2251, -2.4589, 1.1102], [2.8333, -2.4555, 1.8532], [2.3391, -2.1827, -1.1494], [4.9075, -1.8525, 0.4953], [4.7927, -1.7061, -1.2649], [4.4887, -3.2488, -0.4816], [2.8746, 1.9059, -1.1143], [5.4539, 0.2656, -0.9421], [5.0187, 1.6926, 0.0096], [5.2618, 1.8272, -1.7231], [3.6074, -0.5118, -2.8339], [3.4927, 1.1637, -3.3579], [2.0438, 0.3098, -2.8324], [4.9564, 0.1797, 1.6142], [5.2274, 0.5074, 4.0296], [3.2552, 0.7760, 5.4864], [0.9944, 0.7438, 4.5316], [-1.3814, 1.2747, 4.0828], [-2.3715, 3.3707, 4.8528], [-2.4055, 5.3465, 3.3595], [-1.4452, 5.2085, 1.1191], [0.4955, 5.2821, -0.1076], [2.1930, 3.6834, -2.1008], [2.4534, 5.3706, -1.6681], [0.9851, 4.8990, -2.5112], [2.6205, 3.1575, 0.4955], [1.6284, 3.9979, 1.6890], [2.8095, 4.8928, 0.7328], [-2.4089, 2.9183, -1.2079], [-0.4017, 3.5132, -3.4482], [-2.0929, 3.0865, -3.6471], [-0.9544, 1.9079, -2.9748], [-1.0976, 5.6130, -1.8563], [-2.4185, 5.3070, -0.7232], [-2.6748, 5.1188, -2.4456], [-0.9150, -0.9985, 4.1021], [-2.8177, -2.4377, 4.5561], [-4.2405, -3.3444, 2.7568], [-3.5380, -2.9994, 0.4026], [-3.8698, 1.0768, -1.0750], [-5.0760, -1.2213, 0.5094], [-4.8052, -1.3653, -1.2340], [-5.8638, -0.1172, -0.5891], [-3.7551, 0.4544, 1.9159], [-4.9983, 1.4282, 1.1430], [-3.3240, 1.9749, 1.1267], [-2.7631, -2.1884, -2.0015], [-2.7598, 0.6062, -3.2769], [-4.2045, -0.2950, -2.8000], [-3.1852, -0.8843, -4.1004], [-0.1043, -0.9585, -2.2766], [-0.9074, -1.0046, -3.8538], [-0.6457, -2.4842, -2.9185], [1.5194, -4.9746, -2.1689], [0.0456, -5.3398, -1.0745], [-1.3708, -6.0037, -2.0933], [0.4650, -6.4440, 0.3668], [-0.6064, -3.7245, -0.3517], [-1.0752, -2.7235, 0.1385], [1.7181, -5.8472, -2.7953], [2.4268, -4.7749, -1.5995], [1.3354, -4.1339, -2.8413], [-1.1168, -6.9835, -2.5027], [-1.6100, -5.3516, -2.9358], [-2.2711, -6.1242, -1.4892], [0.9154, -7.3744, 0.0158], [-0.4322, -6.7050, 0.9296], [1.1686, -5.9735, 1.0547]],
  "forces_ev_per_angstrom": [[-0.31, 0.36, 0.23], [0.04, 0.08, 0.06], [-0.04, -0.07, -0.01], [0.01, 0.00, 0.02], [0.16, 0.01, -0.05], [-0.02, 0.00, 0.02], [0.01, 0.00, 0.01], [0.01, -0.03, 0.00], [-0.12, -0.03, -0.04], [0.00, 0.00, -0.01], [0.00, 0.00, 0.04], [0.06, 0.01, 0.00], [-0.02, -0.02, 0.01], [-0.02, 0.01, -0.05], [0.05, -0.05, 0.08], [0.00, 0.00, -0.15], [-0.08, -0.03, 0.04], [0.00, 0.04, -0.01], [0.00, 0.00, 0.03], [-0.03, 0.01, 0.00], [0.02, -0.07, 0.01], [-0.01, -0.07, -0.01], [0.04, -0.02, -0.03], [0.02, -0.01, 0.00], [-0.01, 0.00, 0.02], [-0.05, -0.03, 0.02], [0.02, -0.01, -0.02], [0.02, 0.03, 0.00], [0.09, -0.03, -0.05], [0.02, 0.00, 0.05], [-0.03, -0.04, -0.01], [0.04, 0.02, -0.02], [-0.01, 0.06, 0.03], [-0.30, -0.11, -0.17], [-0.03, -0.08, -0.17], [0.03, 0.05, -0.04], [-0.03, -0.07, 0.04], [0.06, -0.07, 0.04], [-0.07, 0.07, -0.05], [0.01, 0.00, -0.02], [0.01, -0.02, 0.13], [-0.03, -0.03, -0.03], [0.12, 0.00, 0.00], [0.03, 0.01, 0.01], [-0.06, -0.05, -0.11], [0.00, 0.00, -0.01], [-0.03, -0.01, -0.02], [0.00, 0.00, 0.00], [0.02, -0.05, 0.00], [0.00, 0.01, 0.00], [0.00, 0.01, 0.00], [0.00, 0.00, 0.00], [0.00, -0.02, 0.01], [0.00, 0.00, -0.01], [0.00, 0.01, 0.00], [-0.01, 0.01, 0.01], [0.00, 0.00, 0.01], [0.00, 0.00, 0.00], [0.00, 0.00, 0.00], [0.01, 0.00, 0.00], [-0.01, 0.00, 0.00], [0.00, 0.00, 0.01], [-0.01, 0.01, -0.02], [-0.01, 0.00, -0.02], [-0.01, -0.01, -0.01], [0.01, 0.00, 0.00], [0.00, 0.02, 0.01], [-0.01, 0.02, 0.03], [0.00, 0.00, 0.00], [0.00, 0.01, 0.00], [0.03, 0.01, -0.01], [0.01, 0.00, 0.01], [0.00, -0.01, 0.00], [0.01, 0.03, 0.00], [0.00, -0.01, -0.01], [0.00, 0.00, 0.03], [-0.01, 0.00, 0.00], [0.00, 0.03, -0.03], [-0.01, -0.01, 0.00], [-0.01, 0.01, -0.01], [-0.01, 0.00, -0.01], [0.02, 0.00, 0.01], [0.00, -0.01, 0.03], [-0.01, -0.03, 0.07], [0.00, 0.00, -0.02], [0.02, 0.00, 0.01], [0.01, 0.01, 0.01], [0.10, 0.09, 0.03], [0.01, 0.01, 0.03], [-0.01, 0.00, -0.01], [0.05, 0.01, -0.05], [0.00, -0.01, 0.00], [0.11, -0.07, -0.08], [0.02, -0.01, -0.01], [-0.01, -0.02, 0.00], [-0.11, 0.00, 0.08], [-0.05, 0.00, -0.16], [0.05, 0.01, 0.06], [-0.02, 0.07, -0.06], [0.10, -0.06, -0.09], [0.12, 0.02, 0.25], [0.00, -0.02, 0.02], [0.04, 0.06, 0.05], [-0.01, 0.01, 0.02], [0.02, -0.01, 0.01], [0.02, 0.03, 0.02], [-0.02, -0.01, 0.01], [0.00, 0.00, -0.03], [-0.02, 0.00, 0.01], [0.02, 0.02, -0.01]],
  "mulliken_charge": [-1.0630, -1.8246, 1.0439, -1.6092, 0.2355, 2.7027, -1.6573, -1.5092, 0.3193, -1.0578, -1.1708, -0.9224, -0.4803, 1.2079, 1.6832, 0.3858, -0.5819, -0.9075, -1.1177, -0.5400, 0.0405, 1.3290, 0.3666, -1.3994, -1.3673, 1.2699, -1.4077, -1.4445, -0.3866, -0.3376, -0.6437, -1.2387, -0.7163, 2.5875, 0.8463, 0.4445, -2.0619, -1.1186, 0.7805, -2.0655, -0.7900, 0.5933, 0.0020, 0.3110, 0.5228, 0.2560, 0.3737, 0.4862, -1.8905, 0.2502, 0.3843, 0.5152, 0.2851, 0.4929, 0.3276, 0.5109, 0.4701, 0.4691, 0.3516, 0.3028, 0.4916, 0.4643, 0.3930, 0.8388, 0.1027, 0.5465, 0.3004, 0.0117, 0.2478, 0.6276, -0.4009, 0.2664, 0.5031, 0.0198, 0.2587, 0.3587, 0.5060, 0.5226, 0.4929, 0.5596, 0.7904, 0.7026, 0.5032, 0.3756, 0.4600, 0.1417, 0.6226, -0.0417, 0.6339, 0.3755, 0.4011, 0.5753, -0.5731, 0.5783, -0.0492, -0.7565, -0.1487, -1.0757, -1.0713, -0.6640, -0.7260, 0.4918, 0.1258, 0.3005, 0.3774, 0.3157, 0.3312, 0.3853, 0.3226, 0.3466]
}


| no. | total energy (hartree) |
| --- | --- |
| 1 | -3105.59561 |
| 2 | -1599.33685 |
| 3 | -3330.56083 |